(A)
DFT (ωB97M-V/def2-TZVPD) results for a cluster of 2 separate species, C6H11N3O in total.

LUMO level (alpha / beta)	-4.25 / -8.66	eV
net charge	+1
spin multiplicity	2
HOMO level (alpha / beta)	-12.521 / -12.513	eV
expectation value of S²	0.763

Atoms and positions in Å:
C -2.059 1.596 -1.475
C -0.756 -1.598 -0.240
C -1.876 0.270 -0.756
C -2.289 -0.132 0.500
N -0.963 -0.670 -1.219
N -1.638 -1.274 0.748
H -0.092 -2.385 -0.293
H -1.657 -1.713 1.651
H -2.928 0.433 1.152
H -2.900 2.212 -1.102
H -2.189 1.406 -2.571
H -1.073 2.116 -1.366
C 2.154 -0.313 1.608
C 2.842 -0.003 0.267
O 4.040 -0.116 0.140
N 2.069 0.516 -0.726
H 2.425 -1.298 1.993
H 1.077 -0.371 1.489
H 2.360 0.831 -1.625
H 1.081 0.196 -0.680
H 2.372 0.298 2.507



(B)
DFT (ωB97M-V/def2-TZVPD) results for a cluster of 2 separate species, C6H11N3O in total.

LUMO level (alpha / beta)	-3.84 / -7.94	eV
net charge	+1
spin multiplicity	2
HOMO level (alpha / beta)	-12.906 / -12.880	eV
expectation value of S²	0.761

Atoms and positions in Å:
C -2.156 -1.795 1.149
C -0.659 -1.900 1.084
O -0.074 -2.461 0.173
N 0.026 -1.247 2.080
H -2.609 -2.610 0.583
H -2.394 -0.925 0.530
H 0.876 -0.736 1.934
H -0.608 -0.761 2.703
H -2.593 -1.871 2.141
C -0.163 2.833 0.490
C 0.327 1.804 -1.845
C 0.414 1.841 -0.440
C 1.189 -0.036 -1.098
N 0.872 0.671 -2.264
N 0.896 0.667 0.000
H -0.176 2.549 -2.442
H 0.888 0.183 -3.157
H 0.628 3.322 1.064
H -1.007 2.526 1.102
H 1.691 -0.990 -1.179
H -0.589 3.681 -0.066



The most stable of them is (B).



(A)
DFT (ωB97M-V/def2-TZVPD) results for an isolated molecule of C3H11N3OS.

LUMO level	0.85	eV
SMILES	CN=[S@@](N)(=O)N(C)C
HOMO level	-8.642	eV

Atoms and positions in Å:
C 2.036 -1.904 0.874
N 1.015 -0.807 1.256
S 0.665 0.188 -0.138
N 0.430 1.818 0.403
O 1.479 0.264 -1.337
N -0.903 0.034 -0.567
C -1.329 1.227 -1.337
C -1.828 -0.675 0.295
H 1.398 -2.717 0.731
H 2.881 -1.991 1.545
H 2.635 -1.663 -0.058
H 1.133 2.333 -0.026
H 0.575 1.780 1.433
H -2.180 0.888 -1.819
H -1.458 2.170 -0.702
H -0.383 1.385 -2.022
H -1.220 -1.085 1.068
H -2.492 0.128 0.665
H -2.453 -1.371 -0.264



(B)
DFT (ωB97M-V/def2-TZVPD) results for an isolated molecule of C3H11N3OS.

LUMO level	0.62	eV
SMILES	CN=[S@@](N)(=O)N(C)C
HOMO level	-7.805	eV

Atoms and positions in Å:
C -0.422 0.407 2.800
N -0.384 -0.659 1.887
S -1.234 -0.087 0.191
N -2.021 -1.465 -0.361
O -2.145 1.024 0.262
N -0.274 0.149 -1.188
C 0.301 1.475 -1.227
C 0.681 -0.918 -1.372
H 0.363 1.171 2.650
H -0.233 -0.083 3.760
H -1.395 0.913 2.868
H -2.850 -1.211 -0.875
H -2.229 -2.078 0.410
H 1.139 1.587 -0.529
H 0.653 1.679 -2.238
H -0.481 2.184 -0.966
H 0.138 -1.858 -1.337
H 1.153 -0.804 -2.348
H 1.450 -0.920 -0.593



The most stable of them is (B).



(A)
DFT (ωB97M-V/def2-TZVPD) results for a cluster of 2 separate species, C5H4ClO2 in total.

LUMO level	3.67	eV
net charge	-1
HOMO level	-4.013	eV

Atoms and positions in Å:
C -0.558 -1.455 2.361
C -0.782 -0.984 1.275
C -2.175 0.279 -0.527
C 0.321 -0.006 -0.770
C -0.933 -0.357 0.024
O -2.928 1.131 -0.777
O -2.010 -1.030 -0.894
Cl 0.210 2.199 1.679
H -0.091 -1.885 3.152
H 0.615 0.986 -0.427
H 0.178 -0.151 -1.890
H 1.081 -0.773 -0.492



(B)
DFT (ωB97M-V/def2-TZVPD) results for the ion C5H4ClO2 with charge -1.

LUMO level	3.10	eV
SMILES	O=C([O-])/C=C/C=C/Cl
net charge	-1
HOMO level	-4.162	eV

Atoms and positions in Å:
O -2.111 -0.540 -2.721
C -2.240 -0.729 -1.499
O -3.257 -0.923 -0.803
C -0.946 -0.752 -0.692
C -0.024 0.220 -0.769
C 0.975 0.189 0.276
C 0.473 -0.136 1.427
Cl 1.478 -0.169 2.808
H -0.938 -1.665 -0.144
H -0.165 0.987 -1.469
H 1.991 0.219 0.247
H -0.586 -0.322 1.515



The most stable of them is (B).



(A)
DFT (ωB97M-V/def2-TZVPD) results for a structure of composition C3H5N2OS.

LUMO level	-4.20	eV
net charge	+1
HOMO level	-13.197	eV

Atoms and positions in Å:
C -0.514 -0.543 0.864
C -1.267 -0.301 -1.218
C 0.123 0.518 0.037
N -1.603 -0.813 -0.029
N 1.602 0.637 0.201
O -0.157 -1.207 1.739
S -1.483 -0.241 -2.746
H -0.387 1.388 0.097
H -2.526 -1.420 0.170
H 1.989 0.976 1.124
H 2.144 1.280 -0.469
H 2.080 -0.275 0.232



(B)
DFT (ωB97M-V/def2-TZVPD) results for a structure of composition C3H5N2OS.

LUMO level	-4.77	eV
net charge	+1
HOMO level	-14.092	eV

Atoms and positions in Å:
C -1.393 1.197 -0.495
C -1.720 -0.025 -0.089
C 2.243 -0.299 0.216
N -0.048 -0.907 0.290
N 0.785 -0.078 -0.012
O -2.687 -0.839 -0.010
S 0.293 1.472 -0.724
H -2.168 1.819 -0.964
H 2.759 0.639 0.215
H 2.338 -0.734 1.211
H 2.791 -1.067 -0.496
H -3.193 -1.177 0.859



The most stable of them is (A).